(1)
Below is a gas-phase ion, C9H18N3 (charge +1), with properties calculated with ωB97M-V with the def2-TZVPD basis set.

Output
Charge: +1
HOMO (alpha / beta): -13.28 / -13.28 eV
Gap between HOMO and LUMO (alpha / beta): 8.9522 / 8.9516 eV

Geometry as XYZ:
```
30
C9H18N3, DFT ωB97M-V with the def2-TZVPD basis set
C 0.31690 -2.30496 -0.45439
C -0.78298 -0.32834 0.19419
C -2.13634 1.29964 -1.01171
C -1.65559 1.69975 1.46542
C 2.26272 1.06910 -0.83528
C 3.59197 -0.18918 0.94493
C -2.18020 -2.06899 -0.85556
C -1.87861 0.58298 0.39525
C 2.24593 0.39929 0.56743
N 1.30742 -1.76417 0.09273
N -1.00865 -1.53536 -0.25224
N 1.31381 -0.69541 0.65361
H 0.29899 -3.38329 -0.54434
H -1.29315 1.79489 -1.50577
H -2.93321 2.07582 -0.93034
H -2.47945 0.47323 -1.65373
H -1.80963 1.24171 2.42695
H -2.33980 2.41644 1.42307
H -0.70328 2.19931 1.44493
H 1.26381 1.57389 -0.90748
H 2.33369 0.24348 -1.61764
H 3.08609 1.76479 -1.00214
H 4.40431 0.48214 1.01095
H 3.91701 -0.77127 0.05991
H 3.59206 -0.87970 1.81588
H -2.56679 -1.37400 -1.55312
H -2.09993 -3.00536 -1.36449
H -3.08056 -2.07914 -0.09289
H -2.74150 -0.00204 0.70229
H 1.75496 1.06475 1.38355
```

(2)
Below is a gas-phase ion, C9H18N3 (charge +1), with properties calculated with ωB97M-V with the def2-TZVPD basis set.

Output
Charge: +1
HOMO: -11.41 eV
Gap between HOMO and LUMO: 8.9183 eV
SMILES: [NH2+]=C1CCC/C=C\NCCCN1

Geometry as XYZ:
```
30
C9H18N3, DFT ωB97M-V with the def2-TZVPD basis set
N -0.85760 -1.68705 1.34045
C -0.79323 -1.05676 0.13762
C -2.22561 -0.69415 -0.99433
C -2.94774 0.48009 -0.24915
C -1.84949 1.55877 -0.06056
C -0.90951 1.22461 1.03787
C 0.44718 1.21784 1.00518
N 1.17270 1.20581 -0.16286
C 2.63566 0.94968 -0.17961
C 2.80139 -0.52299 -0.62201
C 1.71966 -1.37850 -0.03591
N 0.34647 -1.03434 -0.52483
H 0.00992 -1.89609 1.71450
H -1.69478 -1.99660 1.65756
H -2.68535 -1.69553 -1.00520
H -1.75935 -0.27964 -1.85321
H -3.38026 0.01164 0.65982
H -3.68743 0.81185 -1.03315
H -2.32082 2.47976 0.31431
H -1.24580 1.76852 -0.99543
H -1.37103 1.04441 1.96500
H 0.97923 1.18893 1.88368
H 0.76807 1.53165 -1.02775
H 3.10092 1.06544 0.82586
H 3.24276 1.60527 -0.93881
H 3.83785 -0.86256 -0.34445
H 2.74914 -0.63450 -1.74322
H 1.64519 -2.41305 -0.30577
H 1.78148 -1.20909 1.00654
H 0.49041 -0.78341 -1.47213
```

Most stable: (2). Least stable: (1).

(1)
Below is 2 unconnected molecules or ions with the total composition C4H7FS, with properties calculated with ωB97M-V with the def2-TZVPD basis set.

Output
HOMO: -7.82 eV
Gap between HOMO and LUMO: 8.4603 eV
SMILES: C1=CSCC1.F

Geometry as XYZ:
```
13
C4H7FS, DFT ωB97M-V with the def2-TZVPD basis set
C -1.00444 1.14903 0.00391
C 0.23575 1.24563 -0.46782
S 1.12723 -0.27639 -0.53579
C -0.42017 -1.20600 -0.23760
C -1.39682 -0.23865 0.45068
H -1.66329 2.00377 0.12524
H 0.73410 2.15550 -0.78548
H -0.81485 -1.52865 -1.20591
H -0.20206 -2.09037 0.36336
H -2.43190 -0.48968 0.19429
H -1.30911 -0.31023 1.54462
F 3.47612 0.23640 0.37283
H 3.66944 -0.65038 0.17768
```

(2)
Below is a molecular structure, C4H7FS, with properties calculated with ωB97M-V with the def2-TZVPD basis set.

Output
HOMO: -8.93 eV
Gap between HOMO and LUMO: 9.7200 eV

Geometry as XYZ:
```
13
C4H7FS, DFT ωB97M-V with the def2-TZVPD basis set
C 0.93066 0.03904 -1.52885
C 0.19933 -0.09300 -0.18655
C 0.09824 1.20333 0.69854
C 0.16706 -1.24776 0.48837
H -0.22257 0.18236 -2.45458
H 1.88601 1.06020 -1.41992
H 1.46830 -0.93792 -2.04093
H -0.21773 0.76179 1.69471
H -0.59096 1.87272 0.21966
H 0.20912 -1.28455 1.62422
H 0.82726 -1.92960 -0.05850
F 1.32677 1.56712 0.71035
S -1.47950 -0.82742 -0.04918
```

Most stable: (1). Least stable: (2).

(1)
Below is 2 unconnected molecules or ions with the total composition CH7N2O, with properties calculated with ωB97M-V with the def2-TZVPD basis set.

Output
Charge: -1
HOMO: -2.67 eV
Gap between HOMO and LUMO: 7.0637 eV

Geometry as XYZ:
```
11
CH7N2O, DFT ωB97M-V with the def2-TZVPD basis set
O 2.50574 0.90092 0.50923
H 2.56144 1.63616 -0.05224
N -0.31896 -1.58664 -0.36788
C -1.09084 -0.37649 -0.26925
N -0.54896 0.70135 0.67304
H 0.60806 -1.32271 -0.79771
H 0.12595 -1.80465 0.54038
H -1.33278 0.05751 -1.21019
H -2.10155 -0.40476 0.24008
H 0.48633 0.69586 0.55122
H -0.89443 1.50345 0.18331
```

(2)
Below is 2 unconnected molecules or ions with the total composition CH7N2O, with properties calculated with ωB97M-V with the def2-TZVPD basis set.

Output
Charge: -1
HOMO: -2.45 eV
Gap between HOMO and LUMO: 6.6211 eV

Geometry as XYZ:
```
11
CH7N2O, DFT ωB97M-V with the def2-TZVPD basis set
N 1.65741 0.77142 -2.94892
H 2.09710 1.53453 -2.43011
H 2.08766 0.03260 -2.38314
H 0.71019 0.66715 -2.59138
N -0.37236 -0.68308 -0.02285
C -0.49239 0.14741 1.30462
O -1.29272 -0.36757 2.20502
H -1.09055 -1.39017 0.03360
H 0.56904 -1.04204 0.03644
H -0.74714 1.17758 0.95437
H 0.61325 0.24537 1.50068
```

(3)
Below is 2 unconnected molecules or ions with the total composition CH7N2O, with properties calculated with ωB97M-V with the def2-TZVPD basis set.

Output
Charge: -1
HOMO: -2.98 eV
Gap between HOMO and LUMO: 7.6277 eV

Geometry as XYZ:
```
11
CH7N2O, DFT ωB97M-V with the def2-TZVPD basis set
O -2.07827 -0.23164 0.36499
H -2.42628 -1.00034 -0.14655
N 0.61492 -1.05973 0.34037
C 1.24558 0.24229 0.13033
N 0.46581 1.19769 -0.66926
H 0.55940 -1.47813 -0.57512
H -0.37018 -0.75351 0.59493
H 2.22522 0.16661 -0.37193
H 1.47978 0.64805 1.10877
H -0.51627 1.05306 -0.42338
H 0.54040 0.86084 -1.62560
```

Most stable: (3). Least stable: (1).

(1)
Below is 2 unconnected molecules or ions with the total composition C2H3ClF2S, with properties calculated with ωB97M-V with the def2-TZVPD basis set.

Output
HOMO (alpha / beta): -8.94 / -7.66 eV
Gap between HOMO and LUMO (alpha / beta): 9.0038 / 7.9903 eV

Geometry as XYZ:
```
9
C2H3ClF2S, DFT ωB97M-V with the def2-TZVPD basis set
C -1.58294 0.37215 -0.22512
C 1.26270 -0.15051 -0.44389
F -2.11234 -0.79022 0.18349
F -1.50512 1.22589 0.80990
S 1.47052 -1.55882 0.52046
Cl 1.83088 1.37372 0.04807
H -2.08106 0.79253 -1.09100
H 1.18468 -0.32982 -1.50159
H 1.53267 -0.93491 1.69968
```

(2)
Below is 2 unconnected molecules or ions with the total composition C2H3ClF2S, with properties calculated with ωB97M-V with the def2-TZVPD basis set.

Output
HOMO (alpha / beta): -8.33 / -7.83 eV
Gap between HOMO and LUMO (alpha / beta): 8.3909 / 8.3735 eV

Geometry as XYZ:
```
9
C2H3ClF2S, DFT ωB97M-V with the def2-TZVPD basis set
C 1.72967 -0.10497 -0.81832
C -0.59130 -1.00803 -0.11827
F 2.58317 -1.08617 -0.69236
F 1.58948 0.29386 -2.10440
S -1.29202 0.47154 0.32652
Cl -0.38383 -2.17932 1.12031
H 1.77661 0.67983 -0.15628
H -0.90625 -1.49327 -1.11481
H -1.18080 0.63663 1.76184
```

Most stable: (1). Least stable: (2).

(1)
Below is C3H4N4 in the gas phase, with properties calculated with ωB97M-V with the def2-TZVPD basis set.

Output
HOMO: -9.94 eV
Gap between HOMO and LUMO: 10.2968 eV
SMILES: C=Nn1cncn1

Geometry as XYZ:
```
11
C3H4N4, DFT ωB97M-V with the def2-TZVPD basis set
C -2.18621 -0.28565 -0.08323
N -1.33593 0.66589 0.08521
N -0.02689 0.22518 0.21155
C 0.92933 1.16663 0.05785
N 2.09724 0.54319 -0.06219
C 1.80363 -0.76460 0.03692
N 0.50197 -0.99741 0.11275
H -3.19531 0.08801 -0.02882
H -1.99433 -1.40051 -0.11649
H 0.78888 2.20212 -0.11435
H 2.61760 -1.44285 -0.09921
```

(2)
Below is C3H4N4 in the gas phase, with properties calculated with ωB97M-V with the def2-TZVPD basis set.

Output
HOMO: -8.83 eV
Gap between HOMO and LUMO: 8.8177 eV
SMILES: C1=CNN=CN=N1

Geometry as XYZ:
```
11
C3H4N4, DFT ωB97M-V with the def2-TZVPD basis set
C 0.51091 -1.24380 0.66926
C 0.31760 -1.17353 -0.57841
N 0.25445 -0.04110 -1.31967
N -0.78630 0.82106 -1.11887
C -0.98641 1.04211 0.09532
N 0.07794 0.92630 1.06779
N 0.67050 -0.07535 1.44624
H 0.77806 -2.15195 1.35975
H 0.17471 -2.08107 -1.16756
H 0.35577 -0.45847 -2.33155
H -1.87742 1.52638 0.49387
```

(3)
Below is C3H4N4 in the gas phase, with properties calculated with ωB97M-V with the def2-TZVPD basis set.

Output
HOMO: -9.05 eV
Gap between HOMO and LUMO: 9.1166 eV
SMILES: N=c1nc[nH]cn1

Geometry as XYZ:
```
11
C3H4N4, DFT ωB97M-V with the def2-TZVPD basis set
N -1.17450 0.17163 -2.05119
C -0.66710 -0.03397 -0.80802
N 0.49097 -0.91799 -0.67334
C 1.42716 -0.58803 0.28343
N 1.08372 0.20674 1.34890
C -0.29827 0.60422 1.33810
N -1.18685 0.52087 0.41937
H -0.58846 -0.09084 -2.93644
H 2.57512 -0.88887 0.00279
H 1.40967 0.02406 2.41751
H -0.66041 1.19363 2.32897
```

Most stable: (1). Least stable: (2).

(1)
Below is C2H5ClN2 in the gas phase, with properties calculated with ωB97M-V with the def2-TZVPD basis set.

Output
HOMO: -9.59 eV
Gap between HOMO and LUMO: 10.5103 eV
SMILES: [H]/N=C(\N)CCl

Geometry as XYZ:
```
10
C2H5ClN2, DFT ωB97M-V with the def2-TZVPD basis set
H -2.26549 -0.13737 -0.32348
N -1.46663 -0.73823 -0.42202
C -0.39885 -0.12318 -0.05090
N -0.46552 1.26507 0.14996
C 0.94400 -0.86928 0.29328
Cl 2.30337 0.11729 -0.27708
H -1.06214 1.69537 -0.50936
H 0.50121 1.69791 0.13936
H 0.89832 -1.79549 -0.32610
H 1.01172 -1.11207 1.32633
```

(2)
Below is C2H5ClN2 in the gas phase, with properties calculated with ωB97M-V with the def2-TZVPD basis set.

Output
HOMO: -9.37 eV
Gap between HOMO and LUMO: 10.2473 eV
SMILES: N/N=C\CCl

Geometry as XYZ:
```
10
C2H5ClN2, DFT ωB97M-V with the def2-TZVPD basis set
N -1.59429 0.63305 -0.16504
N -0.92749 -0.34381 -1.04129
C 0.27070 -0.54548 -0.61241
C 0.98107 -0.02939 0.51419
Cl 2.64990 0.41292 0.11291
H -2.51236 0.83636 -0.49892
H -1.51744 0.32052 0.77049
H 0.91287 -1.35557 -1.30781
H 0.61151 0.87020 1.00624
H 1.12553 -0.79881 1.22165
```

(3)
Below is 2 unconnected molecules or ions with the total composition C2H5ClN2, with properties calculated with ωB97M-V with the def2-TZVPD basis set.

Output
HOMO (alpha / beta): -8.04 / -8.08 eV
Gap between HOMO and LUMO (alpha / beta): 8.8116 / 8.8464 eV

Geometry as XYZ:
```
10
C2H5ClN2, DFT ωB97M-V with the def2-TZVPD basis set
C 1.38723 0.34459 -0.37679
C -0.03163 0.71127 0.02390
N -1.67481 -1.38893 0.49400
N -1.08101 -0.75024 1.29902
Cl -1.13985 0.72924 -1.33725
H 2.00034 0.20403 0.51550
H 1.57325 1.16065 -1.09398
H 1.37222 -0.53983 -0.86603
H -0.22380 1.64544 0.46473
H -2.18193 -2.11622 0.87689
```

Most stable: (1). Least stable: (3).